Computed, not measured: the molecule C9H13IN4O at a distorted geometry, with ωB97M-V with the def2-TZVPD basis set.

Computed properties:
- energy (Ha) = -942.636434
- SMILES = CC(C)N1c2n[nH]cc2N(C)C(=O)[C@@H]1I
- max |F| (eV/A) = 6.23
- net charge = 0

Geometry (Å):
1 C -2.326 -0.975 0.748
2 C -1.077 -0.637 1.600
3 C -1.181 0.626 2.338
4 N 0.042 -0.590 0.570
5 C 0.073 0.319 -0.487
6 N -0.819 1.190 -0.841
7 N -0.429 1.716 -1.967
8 C 0.817 1.198 -2.348
9 C 1.172 0.294 -1.415
10 N 2.335 -0.497 -1.255
11 C 3.573 0.067 -1.889
12 C 2.492 -1.239 -0.167
13 O 3.404 -1.782 0.333
14 C 0.890 -1.655 0.558
15 I 0.089 -3.446 -0.795
16 H -2.152 -0.453 -0.276
17 H -2.240 -2.057 0.631
18 H -3.190 -0.780 1.401
19 H -0.681 -1.469 2.216
20 H -1.428 1.426 1.535
21 H -0.307 0.834 3.018
22 H -2.067 0.707 2.908
23 H -0.873 2.505 -2.393
24 H 1.197 1.641 -3.262
25 H 4.177 -0.721 -2.280
26 H 3.275 0.726 -2.656
27 H 4.041 0.673 -1.186
28 H 0.927 -2.279 1.421

Cartesian forces (eV/Å) of the 2 atoms listed first:
C 1.2 -0.3 0.2
C 1.0 -1.2 -2.0